# 1
ORCA calculation (the ωB97M-V functional and the def2-TZVPD basis) on 2 unconnected molecules or ions with the total composition C4H5N in a non-equilibrium geometry.

Last column: natural (NBO) charge in e.
CARTESIAN COORDINATES (ANGSTROEM)
N  -1.989  -0.693  -1.392  -0.351
C  -1.620  -0.389  -0.341  0.268
C  -0.922  0.017  0.848  -0.723
C  2.336  0.298  -0.258  -0.243
C  1.410  0.146  -1.002  -0.239
H  -0.287  -0.775  1.238  0.273
H  -0.705  1.084  0.850  0.272
H  -1.992  -0.123  1.348  0.260
H  0.681  -0.022  -1.755  0.250
H  3.088  0.457  0.464  0.233

Summary:
SMILES string: CC#N.C#C
Frontier orbital gap: 11.689 eV
Net charge: 0
Multiplicity: 1

# 2
ORCA calculation (the ωB97M-V functional and the def2-TZVPD basis) on 2 unconnected molecules or ions with the total composition C4H5N in a non-equilibrium geometry.

Last column: natural (NBO) charge in e.
CARTESIAN COORDINATES (ANGSTROEM)
N  -2.851  0.845  -0.004  -0.154
C  -0.485  0.845  0.089  0.089
C  2.077  0.310  -0.102  -0.690
C  -3.167  -0.316  -0.010  -0.180
C  0.658  0.571  0.114  -0.234
H  2.272  -0.343  -1.061  0.239
H  -4.206  -0.760  0.025  0.220
H  -2.470  -1.177  0.057  0.224
H  2.501  1.350  -0.266  0.243
H  2.344  -0.183  0.893  0.242

Summary:
Frontier orbital gap (alpha / beta): 8.261 / 8.964 eV
Net charge: 0
Multiplicity: 1

# 3
ORCA calculation (the ωB97M-V functional and the def2-TZVPD basis) on a molecular structure, C4H5N2 in a non-equilibrium geometry.

Last column: natural (NBO) charge in e.
CARTESIAN COORDINATES (ANGSTROEM)
N  1.313  0.014  0.201  -0.230
N  0.036  -0.380  0.343  -0.041
C  1.044  2.157  -1.184  0.244
C  -0.513  0.714  -0.075  0.144
C  1.009  1.161  -0.460  -0.030
C  -0.502  -1.676  0.875  -0.414
H  -0.542  -1.698  1.915  0.262
H  -0.001  -2.558  0.385  0.276
H  -1.509  -1.661  0.620  0.237
H  1.061  2.961  -1.858  0.279
H  -1.394  0.967  -0.762  0.273

Summary:
Frontier orbital gap: 7.233 eV
Net charge: +1
Multiplicity: 1

# 4
ORCA calculation (the ωB97M-V functional and the def2-TZVPD basis) on a molecular structure, C4H5N2 in a non-equilibrium geometry.

Last column: natural (NBO) charge in e.
CARTESIAN COORDINATES (ANGSTROEM)
N  0.053  0.238  0.109  -0.202
N  0.723  1.329  -0.049  -0.271
C  -1.357  1.832  0.848  -0.408
C  1.411  -1.796  -1.032  0.023
C  -0.079  2.121  0.520  0.634
C  -1.239  0.436  0.550  0.004
H  -2.049  2.464  1.369  0.298
H  1.914  -1.758  -1.983  0.220
H  -1.858  -0.385  0.803  0.251
H  2.034  -2.117  -0.132  0.232
H  0.448  -2.364  -1.004  0.217

Summary:
Frontier orbital gap (alpha / beta): 6.886 / 6.740 eV
Net charge: +1
Multiplicity: 1

# 5
ORCA calculation (the ωB97M-V functional and the def2-TZVPD basis) on a molecular structure, C4H5N2O2 in a non-equilibrium geometry.

Last column: natural (NBO) charge in e.
CARTESIAN COORDINATES (ANGSTROEM)
O  1.170  2.073  -2.811  -0.632
O  3.187  2.559  -1.835  -0.651
N  0.494  -1.096  0.395  -0.502
N  0.424  0.364  0.275  -0.352
C  1.578  0.355  -0.602  -0.183
C  1.725  -0.961  -0.401  -0.295
C  -0.828  0.952  -0.024  -0.399
C  2.095  2.118  -2.084  0.999
H  -1.206  0.744  -1.041  0.166
H  2.449  -1.691  -0.587  0.171
H  -1.542  0.546  0.732  0.180
H  0.681  -1.458  1.425  0.308
H  -0.812  2.091  0.087  0.190

Summary:
Frontier orbital gap: 7.567 eV
Net charge: -1
Multiplicity: 1

# 6
ORCA calculation (the ωB97M-V functional and the def2-TZVPD basis) on a gas-phase ion, C4H5N2O2S (charge +1) in a non-equilibrium geometry.

Last column: natural (NBO) charge in e.
CARTESIAN COORDINATES (ANGSTROEM)
S  0.168  -0.503  -1.696  0.259
O  -1.129  0.996  1.654  -0.417
O  -3.774  -0.517  -1.668  -0.050
N  -2.391  0.346  -0.182  -0.392
N  -2.778  -0.458  -1.056  0.470
C  1.297  -0.243  0.688  0.087
C  0.178  -0.097  -0.109  -0.464
C  -1.078  0.420  0.641  0.700
C  2.627  -0.288  0.077  -0.702
H  2.734  -1.200  -0.552  0.286
H  3.436  0.067  0.776  0.270
H  2.413  0.581  -0.667  0.258
H  -2.942  1.093  0.321  0.454
H  1.239  -0.198  1.774  0.241

Summary:
Frontier orbital gap (alpha / beta): 5.462 / 7.311 eV
Net charge: +1
Multiplicity: 1